[1]
Here is a structure of composition C22H30N8O2W from the OMol25 dataset. Energies are from ωB97M-V with the def2-TZVPD basis set.

Last column: natural (NBO) charge in e.
CARTESIAN COORDINATES (ANGSTROEM)
W -0.19 -0.35 -0.32  1.877
N -0.72 -3.77 -3.02  -0.458
C -0.32 -2.63 -2.54  0.360
N -0.59 -2.22 -1.30  -0.660
C -1.29 -3.10 -0.43  0.438
N -1.47 -2.79 0.82  -0.310
N -0.90 -1.58 1.13  -0.327
C -0.82 -1.17 2.35  0.218
C -0.13 0.11 2.58  0.085
C 0.07 0.61 3.85  -0.143
C 0.77 1.82 3.98  -0.071
C 1.25 2.45 2.85  -0.197
C 1.02 1.88 1.60  0.107
N 0.33 0.74 1.46  -0.523
C -1.79 -4.35 -0.96  -0.171
C -2.54 -5.24 -0.19  -0.123
C -2.98 -6.42 -0.75  -0.152
C -2.66 -6.74 -2.07  -0.095
C -1.91 -5.88 -2.85  -0.222
C -1.49 -4.69 -2.28  0.209
H -0.47 -4.01 -3.98  0.465
H 0.26 -1.99 -3.20  0.237
H -1.22 -1.77 3.16  0.278
H -0.30 0.09 4.71  0.280
H 0.94 2.24 4.97  0.286
H 1.80 3.38 2.92  0.286
H 1.39 2.34 0.70  0.236
H -2.78 -4.99 0.84  0.261
H -3.56 -7.12 -0.16  0.270
H -3.01 -7.68 -2.50  0.272
H -1.67 -6.13 -3.88  0.256
C 3.97 -0.94 1.52  -0.432
N 3.68 -1.91 0.46  -0.243
C 4.74 -2.93 0.22  -0.417
C 2.61 -1.91 -0.24  0.542
O 1.65 -1.05 -0.08  -0.719
H 4.78 -0.29 1.18  0.263
H 4.30 -1.48 2.40  0.262
H 3.08 -0.35 1.74  0.211
H 5.69 -2.41 0.16  0.261
H 4.54 -3.46 -0.70  0.237
H 4.75 -3.62 1.07  0.256
H 2.52 -2.67 -1.01  0.195
C -3.33 3.80 -1.73  -0.417
N -2.72 2.67 -0.97  -0.342
C -2.20 3.04 0.35  -0.415
C -2.59 1.48 -1.49  0.807
O -1.57 0.70 -0.99  -0.688
N -3.33 0.94 -2.43  -0.347
C -2.85 -0.15 -3.28  -0.415
C -4.74 1.32 -2.64  -0.416
H -2.72 4.67 -1.54  0.252
H -4.35 3.99 -1.38  0.246
H -3.32 3.58 -2.79  0.237
H -2.93 3.69 0.82  0.265
H -1.26 3.57 0.25  0.225
H -2.09 2.16 0.98  0.202
H -1.77 -0.12 -3.36  0.200
H -3.26 0.00 -4.28  0.266
H -3.19 -1.11 -2.90  0.219
H -5.13 1.82 -1.76  0.237
H -5.30 0.40 -2.79  0.249
H -4.85 1.95 -3.52  0.247

## Properties
HOMO-LUMO gap (spin up / spin down) (eV): 6.024 / 6.034
ΔE to the lowest compared entry with this formula, charge and spin (kcal/mol): 0.0
Total charge: +4
Lowest unoccupied orbital energy (spin up / spin down) (eV): -13.53 / -13.52

[2]
Here is a structure of composition CH3NO3 from the OMol25 dataset. Energies are from ωB97M-V with the def2-TZVPD basis set.

Last column: natural (NBO) charge in e.
CARTESIAN COORDINATES (ANGSTROEM)
C -0.08 0.60 0.29  0.016
N -0.37 -0.20 -0.86  0.498
O 0.27 -1.20 -1.03  -0.349
O -1.20 0.22 -1.62  -0.355
O 0.63 -0.60 1.47  -0.727
H 0.66 1.24 0.22  0.210
H -1.07 1.00 0.72  0.239
H 1.15 -1.07 0.80  0.469

## Properties
HOMO-LUMO gap (eV): 10.717
ΔE to the lowest compared entry with this formula, charge and spin (kcal/mol): 89.6
Lowest unoccupied orbital energy (eV): -0.54

[3]
Here is a structure of composition C49H45F3GaN4O5P2 from the OMol25 dataset. Energies are from ωB97M-V with the def2-TZVPD basis set.

Last column: Mulliken charge in e.
CARTESIAN COORDINATES (ANGSTROEM)
Ga 0.43 1.31 0.02  0.207
C -6.16 -0.93 -3.79  -1.033
O -5.28 -0.46 -2.77  -0.362
C -5.75 -0.43 -1.50  0.661
C -7.05 -0.74 -1.12  -0.384
C -7.40 -0.68 0.23  -0.771
C -6.47 -0.33 1.18  -1.265
C -5.16 -0.02 0.80  -0.197
C -4.80 -0.05 -0.54  -0.026
N -3.51 0.21 -1.05  -0.141
C -2.44 0.78 -0.43  1.064
N -2.73 1.69 0.50  0.018
C -1.89 2.57 1.23  -0.492
C -0.52 2.65 1.07  0.024
C 0.15 3.64 1.80  -0.248
C -0.54 4.51 2.63  -1.473
C -1.92 4.40 2.78  -0.407
C -2.59 3.43 2.08  1.200
O -3.94 3.23 2.10  -0.354
C -4.72 4.11 2.91  -1.031
N -1.20 0.49 -0.82  -0.043
C -1.10 -0.55 -1.82  -0.942
C -0.70 -0.21 -3.10  -0.525
C -0.58 -1.17 -4.10  -1.257
C -0.92 -2.48 -3.81  -1.048
C -1.34 -2.84 -2.53  -0.062
C -1.41 -1.88 -1.53  1.136
O -1.78 -2.16 -0.25  0.267
C -2.30 -3.46 0.01  -1.260
H -5.58 -0.95 -4.70  0.253
H -7.00 -0.26 -3.91  0.358
H -6.52 -1.94 -3.56  0.426
H -7.78 -1.02 -1.86  0.460
H -8.42 -0.92 0.52  0.404
H -6.74 -0.30 2.23  0.412
H -4.43 0.21 1.56  0.521
H -3.33 -0.20 -1.95  0.722
H -3.71 1.90 0.60  0.518
H 1.22 3.73 1.73  0.447
H 0.00 5.27 3.18  0.500
H -2.45 5.09 3.42  0.466
H -5.75 3.78 2.83  0.261
H -4.63 5.14 2.56  0.396
H -4.40 4.05 3.96  0.380
H -0.50 0.83 -3.31  0.789
H -0.26 -0.89 -5.09  0.465
H -0.85 -3.24 -4.58  0.539
H -1.60 -3.87 -2.33  0.516
H -2.57 -3.48 1.06  0.214
H -1.55 -4.23 -0.19  0.292
H -3.19 -3.66 -0.60  0.445
C 3.78 -1.75 0.68  -1.468
N 2.76 -0.70 0.41  1.158
P 2.13 -0.42 -1.15  0.994
C 2.13 -2.09 -1.88  1.322
C 1.43 -3.10 -1.21  -0.418
C 1.43 -4.40 -1.70  -0.782
C 2.10 -4.70 -2.88  -0.939
C 2.78 -3.70 -3.56  -0.767
C 2.80 -2.40 -3.07  -1.264
C 3.35 0.48 -2.14  0.836
C 2.87 1.17 -3.26  -0.416
C 3.75 1.88 -4.07  -0.713
C 5.10 1.92 -3.75  -0.675
C 5.58 1.26 -2.63  -0.708
C 4.70 0.54 -1.83  -0.859
P 1.72 -0.15 1.64  0.932
C 1.33 -1.60 2.65  0.577
C 2.14 -1.99 3.72  -0.744
C 1.86 -3.16 4.41  -0.692
C 0.77 -3.94 4.05  -0.828
C -0.06 -3.54 3.01  -0.531
C 0.22 -2.38 2.31  0.515
C 2.64 0.93 2.74  0.786
C 4.01 1.15 2.65  -0.468
C 4.64 1.99 3.55  -0.788
C 3.90 2.61 4.55  -0.586
C 2.53 2.41 4.64  -0.738
C 1.89 1.57 3.74  -0.521
H 3.32 -2.73 0.79  0.227
H 4.31 -1.51 1.60  0.458
H 4.50 -1.79 -0.13  0.498
H 0.92 -2.88 -0.29  0.116
H 0.90 -5.18 -1.16  0.462
H 2.09 -5.71 -3.27  0.425
H 3.30 -3.93 -4.48  0.467
H 3.34 -1.63 -3.61  0.432
H 1.82 1.16 -3.49  0.285
H 3.37 2.41 -4.93  0.439
H 5.78 2.49 -4.37  0.374
H 6.63 1.31 -2.37  0.429
H 5.09 0.05 -0.94  0.107
H 2.99 -1.38 4.01  0.427
H 2.49 -3.46 5.24  0.449
H 0.55 -4.85 4.60  0.400
H -0.93 -4.14 2.75  0.396
H -0.44 -2.04 1.52  -0.190
H 4.58 0.69 1.85  0.140
H 5.70 2.17 3.47  0.452
H 4.40 3.27 5.25  0.395
H 1.95 2.91 5.41  0.474
H 0.82 1.43 3.80  0.405
F 4.03 4.77 -1.54  -0.280
C 3.66 3.98 -0.54  0.597
F 4.65 3.12 -0.28  -0.175
F 3.47 4.74 0.55  -0.258
C 2.34 3.27 -0.89  0.293
O 1.64 3.70 -1.78  -0.625
O 2.12 2.21 -0.16  0.127

## Properties
HOMO-LUMO gap (eV): 8.274
ΔE to the lowest compared entry with this formula, charge and spin (kcal/mol): 0.0
Total charge: +1
Lowest unoccupied orbital energy (eV): -2.05

[4]
Here is a cluster of 3 separate species, C4H12IO2 in total from the OMol25 dataset. Energies are from ωB97M-V with the def2-TZVPD basis set.

Last column: natural (NBO) charge in e.
CARTESIAN COORDINATES (ANGSTROEM)
I 1.14 0.31 0.38  -0.936
C -3.93 -1.79 3.07  -0.633
C -2.56 -1.02 3.03  -0.049
O -2.10 -1.00 1.71  -0.734
H -4.68 -1.24 2.51  0.198
H -4.44 -1.98 4.01  0.195
H -3.85 -2.75 2.56  0.205
H -1.87 -1.47 3.75  0.150
H -2.79 0.01 3.31  0.146
H -1.31 -0.45 1.67  0.507
C 3.33 1.80 -2.48  -0.653
C 2.78 0.94 -3.64  -0.055
O 2.00 0.03 -2.87  -0.763
H 2.53 2.31 -1.94  0.226
H 4.09 2.47 -2.87  0.180
H 3.82 1.27 -1.66  0.224
H 3.64 0.56 -4.20  0.145
H 2.25 1.57 -4.34  0.142
H 1.96 0.41 -1.99  0.504

## Properties
HOMO-LUMO gap (eV): 7.375
ΔE to the lowest compared entry with this formula, charge and spin (kcal/mol): 25.2
Total charge: -1
Lowest unoccupied orbital energy (eV): 3.47